{
  "formula": "CH4O",
  "method": "wB97M-V/def2-TZVPD",
  "elements": ["C", "O", "H", "H", "H", "H"],
  "positions_angstrom": [[0.3695, 0.0777, 0.0259], [-1.0670, 0.2518, 0.1017], [0.8179, 1.1175, -0.0152], [0.5917, -0.2855, -0.8004], [0.7874, -0.5166, 0.9033], [-1.4996, -0.6449, -0.2152]],
  "forces_ev_per_angstrom": [[-1.9, 4.2, 7.8], [-0.7, -2.9, -0.8], [-0.5, -1.1, 0.6], [2.2, -3.9, -7.5], [-0.5, 0.8, -1.1], [1.4, 2.8, 1.0]],
  "energy_ev": -3147.9506,
  "homo_ev": -10.49,
  "de_lowest_kcal_mol": 19.88,
  "spin_multiplicity": 1,
  "smiles": "CO"
}

=====

{
  "formula": "CH4O2S",
  "method": "wB97M-V/def2-TZVPD",
  "elements": ["C", "O", "O", "S", "H", "H", "H", "H"],
  "positions_angstrom": [[-1.4709, -0.0454, -0.0228], [2.4487, 0.8205, -0.3476], [1.0426, -0.5572, 0.5894], [0.0252, -1.0434, -0.3322], [-1.2985, 0.9728, -0.3570], [-1.6954, -0.0537, 1.0354], [-2.2839, -0.4975, -0.5831], [3.2322, 0.4039, 0.0180]],
  "forces_ev_per_angstrom": [[0.6, -0.2, -0.2], [-1.6, -0.7, 0.3], [2.6, 1.4, 0.9], [-1.8, -0.2, -1.2], [0.0, 0.1, -0.1], [0.0, 0.0, 0.2], [-0.1, -0.1, -0.1], [0.3, -0.2, 0.2]],
  "energy_ev": -16027.2778,
  "homo_ev": [-8.78, -8.79],
  "de_lowest_kcal_mol": 110.63,
  "spin_multiplicity": 1
}

=====

{
  "formula": "CH4O2S2",
  "method": "wB97M-V/def2-TZVPD",
  "elements": ["C", "O", "O", "S", "S", "H", "H", "H", "H"],
  "positions_angstrom": [[-0.7922, -0.9208, -0.5183], [0.2976, -1.5461, -0.1792], [1.4348, 0.6961, 0.9148], [-2.7825, 1.1906, -0.9324], [-1.1162, 0.7365, -0.2108], [-1.6383, -1.5810, -1.0041], [0.9499, -0.9295, 0.2585], [2.1431, 0.8001, 0.2015], [1.5039, 1.5543, 1.4700]],
  "forces_ev_per_angstrom": [[-2.5, 1.0, -0.4], [1.3, -0.1, 0.4], [2.3, 2.1, -0.1], [-2.4, 0.7, -1.0], [2.0, -2.5, 0.2], [1.8, 1.4, 0.9], [-1.0, -0.5, -0.2], [-1.3, 0.1, 1.5], [-0.2, -2.2, -1.4]],
  "energy_ev": -26865.6120,
  "homo_ev": -7.46,
  "de_lowest_kcal_mol": 35.38,
  "spin_multiplicity": 1
}

=====

{
  "formula": "CH4O2S3",
  "method": "wB97M-V/def2-TZVPD",
  "elements": ["C", "S", "O", "S", "S", "O", "H", "H", "H", "H"],
  "positions_angstrom": [[0.2088, 1.8549, -0.7602], [-0.8101, 0.2507, -0.7488], [-1.4673, 0.0418, 0.5764], [0.7925, -1.1740, -0.4240], [-0.2088, -1.9460, 1.2950], [-1.1084, -2.9797, 0.7729], [-0.1645, 2.5147, -0.0145], [1.2279, 1.7068, -0.3547], [0.3572, 2.1564, -1.7950], [1.1728, -2.4256, 1.4529]],
  "forces_ev_per_angstrom": [[1.4, -1.9, 0.5], [0.6, 0.3, 0.8], [-0.5, 1.3, -0.7], [0.2, 0.3, 0.0], [1.3, -0.5, -1.0], [0.4, 0.0, 0.7], [-1.2, 0.9, -0.1], [-0.4, -0.6, -0.3], [-0.6, 0.4, 0.1], [-1.2, -0.1, -0.1]],
  "energy_ev": -37699.9081,
  "homo_ev": -9.69,
  "de_lowest_kcal_mol": 25.79,
  "spin_multiplicity": 1,
  "smiles": "CS(=O)#S#[SH]=O"
}

=====

{
  "formula": "CH4O2Sc",
  "method": "wB97M-V/def2-TZVPD",
  "elements": ["H", "O", "Sc", "O", "C", "H", "H", "H"],
  "positions_angstrom": [[-2.8796, -0.2333, -1.8721], [-0.4110, -1.0877, -0.3588], [-2.3441, -0.1866, -0.2023], [0.8304, -0.8143, -0.2101], [1.1338, 0.3808, 0.5365], [2.2157, 0.5010, 0.4455], [0.6074, 1.2285, 0.0790], [0.8475, 0.2114, 1.5824]],
  "forces_ev_per_angstrom": [[0.3, 0.0, 0.8], [-1.5, 0.9, 0.2], [0.6, -0.7, -1.0], [0.4, -0.6, -0.2], [0.2, 0.6, 0.4], [-0.2, 0.0, 0.0], [0.1, -0.1, 0.0], [0.1, 0.0, -0.2]],
  "energy_ev": -25871.4426,
  "homo_ev": [-21.67, -21.69],
  "de_lowest_kcal_mol": 0.00,
  "total_charge": 2,
  "spin_multiplicity": 2
}

=====

{
  "formula": "CH4O3",
  "method": "wB97M-V/def2-TZVPD",
  "elements": ["O", "C", "O", "H", "H", "O", "H", "H"],
  "positions_angstrom": [[-0.9011, -1.7769, 1.4213], [-0.1306, -0.8703, 1.0669], [-0.3847, -0.0121, 0.1284], [0.8468, -0.6706, 1.5491], [0.4601, 0.4943, -0.0194], [0.1518, 0.8402, -1.7517], [-0.5168, 1.5166, -1.4995], [0.4744, 0.4789, -0.8952]],
  "forces_ev_per_angstrom": [[2.3, 2.9, -1.3], [-1.6, -4.0, 3.3], [-1.1, -0.3, 2.4], [-0.1, -0.4, 0.1], [-1.2, 0.0, 5.2], [0.9, 1.9, -1.7], [0.7, -0.7, -0.3], [0.1, 0.7, -7.6]],
  "energy_ev": -7240.9261,
  "homo_ev": -11.02,
  "de_lowest_kcal_mol": 85.90,
  "spin_multiplicity": 1,
  "smiles": "O=CO.O"
}